A structure of composition C25H21BeBr2N6SeSi. Source: the Open Molecules 2025 dataset; level of theory: ωB97M-V/def2-TZVPD.

Structure (XYZ):
```
57
Properties=species:S:1:pos:R:3:lowdin_charge:R:1
Be -0.347 0.256 -0.543 0.090
Se 5.185 -0.711 4.140 1.167
N 5.122 -0.486 2.374 -0.213
C 3.870 -0.327 2.046 -0.330
C 3.420 -0.124 0.674 -0.087
C 4.239 -0.103 -0.445 0.029
C 3.647 0.073 -1.690 -0.020
C 2.275 0.210 -1.792 -0.108
N 1.472 0.193 -0.721 0.006
C 2.047 0.054 0.484 -0.174
C 1.102 0.017 1.568 -0.131
N -0.185 0.133 1.182 0.059
C -1.126 0.076 2.132 -0.077
C -0.821 -0.132 3.465 -0.015
C 0.500 -0.288 3.860 0.033
C 1.489 -0.215 2.888 -0.071
C 2.919 -0.373 3.135 -0.330
N 3.419 -0.570 4.323 -0.214
H 5.307 -0.230 -0.341 0.127
H 4.249 0.103 -2.588 0.119
H 1.786 0.321 -2.752 0.133
H -2.150 0.183 1.800 0.119
H -1.623 -0.173 4.188 0.119
H 0.765 -0.463 4.893 0.127
Br -6.765 0.887 -1.658 0.840
C -4.936 0.643 -1.330 -0.661
C -4.426 -0.620 -1.075 -0.057
C -3.067 -0.746 -0.857 -0.095
N -2.231 0.291 -0.863 0.086
C -2.736 1.511 -1.102 -0.170
C -4.079 1.734 -1.348 -0.033
C -1.713 2.577 -1.096 -0.163
C -2.007 3.928 -1.186 -0.032
C -0.956 4.830 -1.174 -0.662
Br -1.298 6.669 -1.290 0.842
C 0.346 4.362 -1.069 -0.067
C 0.541 2.998 -0.976 -0.061
N -0.458 2.114 -0.992 0.111
H -5.063 -1.492 -1.055 0.120
H -2.627 -1.713 -0.670 0.062
H -4.463 2.721 -1.557 0.110
H -3.024 4.281 -1.257 0.111
H 1.188 5.037 -1.055 0.117
H 1.541 2.597 -0.886 0.117
C 1.651 -2.914 -0.686 -0.211
Si -0.124 -2.235 -0.753 0.597
C -0.922 -3.106 0.754 -0.228
C -0.849 -3.029 -2.329 -0.234
H 1.603 -4.006 -0.698 0.038
H 2.183 -2.636 0.227 0.021
H 2.258 -2.607 -1.540 0.023
H -0.917 -4.190 0.616 0.033
H -1.947 -2.815 0.994 0.010
H -0.326 -2.897 1.649 0.019
H -0.849 -4.120 -2.256 0.029
H -0.225 -2.763 -3.187 0.020
H -1.866 -2.717 -2.576 0.005
```

Computed properties:
Kohn-Sham gap in eV: 5.39
Spin multiplicity: 1
Relative energy (zero: lowest compared OMol25 entry of this formula, charge and spin) in eV: 1.0606
Charge: +1